[1]
32
Properties=species:S:1:pos:R:3:forces:R:3 method="wB97M-V/def2-TZVPD" homo_ev=-8.72 orbital_gap_ev=7.977 lumo_energy_ev=-0.75 smiles="O=C(Nc1cccc(B(O)O)c1)c1cccc([N+](=O)[O-])c1" charge=0
O -0.610 0.651 -1.325 -0.47 -0.19 -0.15
C 0.267 0.681 -0.495 0.00 0.26 0.56
N 0.160 0.152 0.789 0.80 0.75 -1.10
C -0.886 -0.698 1.170 -0.42 -0.67 0.91
C -0.843 -1.384 2.385 0.02 -0.08 -0.10
C -1.896 -2.184 2.827 0.87 0.41 0.22
C -2.977 -2.401 2.017 0.05 -0.70 0.36
C -2.988 -1.800 0.791 -1.96 0.53 -1.48
B -4.308 -1.891 -0.087 -0.65 -0.44 0.23
O -5.296 -2.784 0.292 -0.42 -0.05 -0.64
O -4.559 -1.073 -1.152 1.49 0.64 0.05
C -2.009 -0.918 0.397 0.22 0.87 -1.09
C 1.551 1.304 -0.935 2.15 -0.37 0.83
C 1.805 1.320 -2.289 -1.17 -0.03 -0.85
C 2.982 1.793 -2.849 -0.49 -0.32 0.65
C 4.013 2.144 -2.013 1.32 0.33 -0.08
C 3.848 2.025 -0.631 0.03 0.10 -0.89
N 4.959 2.344 0.287 1.35 0.73 -0.30
O 6.083 2.580 -0.177 -1.62 -0.47 0.10
O 4.707 2.394 1.470 -0.18 -0.17 0.12
C 2.638 1.642 -0.107 -1.07 0.34 0.69
H 0.943 0.325 1.421 -0.55 -0.39 -0.29
H 0.062 -1.355 2.951 0.43 0.25 0.61
H -1.862 -2.617 3.810 0.22 -0.22 0.21
H -3.760 -3.086 2.300 -0.21 0.06 0.13
H -6.034 -2.765 -0.357 0.68 -0.15 0.88
H -5.368 -1.107 -1.643 -0.55 -0.24 -0.10
H -2.104 -0.364 -0.534 -0.21 -0.43 0.35
H 0.981 0.976 -2.912 0.27 0.14 -0.08
H 3.054 1.832 -3.917 0.26 0.10 -0.31
H 4.956 2.510 -2.441 -0.39 -0.23 0.45
H 2.491 1.754 0.959 0.22 -0.34 0.12

[2]
36
Properties=species:S:1:pos:R:3:forces:R:3 method="wB97M-V/def2-TZVPD" homo_ev=-11.53 orbital_gap_ev=7.088 de_lowest_ev=0.5547 lumo_energy_ev=-4.44 charge=+1
Zr 1.144 0.653 -0.911 0.09 -0.32 -0.07
Br 2.079 0.923 -3.199 0.00 -0.01 -0.06
C 2.057 2.469 0.299 0.35 -0.13 -0.02
C 2.489 3.781 0.569 -0.25 0.11 0.06
C 1.556 4.802 0.423 -0.10 0.04 -0.05
C 0.227 4.599 -0.039 0.19 -0.06 0.07
C -0.135 3.302 -0.285 -0.20 0.10 0.00
N 0.784 2.389 0.009 0.09 0.25 0.01
C -1.262 2.565 -1.017 -0.03 0.05 0.22
O -2.361 3.015 -1.175 0.02 0.00 -0.12
O -0.823 1.369 -1.397 -0.03 -0.01 -0.04
H 3.514 4.008 0.823 0.00 0.01 0.02
H 1.871 5.824 0.594 0.02 -0.01 0.00
H -0.430 5.430 -0.251 -0.01 0.00 0.01
Se -1.016 -1.898 -2.042 0.10 -0.05 -0.08
N -0.230 -1.204 -0.581 -0.11 0.15 -0.03
C -1.204 -0.906 0.281 0.16 -0.08 0.05
C -1.004 -0.281 1.545 -0.05 -0.01 0.00
C -2.100 0.012 2.290 0.00 0.00 -0.01
C -3.429 -0.306 1.851 0.00 0.00 0.00
C -3.656 -0.919 0.667 0.00 0.01 0.01
C -2.535 -1.227 -0.165 -0.08 -0.01 0.03
N -2.620 -1.776 -1.363 -0.06 -0.01 0.03
H -0.003 -0.069 1.904 0.01 0.00 -0.01
H -1.976 0.491 3.252 -0.01 0.00 0.00
H -4.261 -0.047 2.490 0.01 0.01 0.01
H -4.653 -1.159 0.325 0.01 -0.02 -0.03
Te 3.299 -1.078 0.163 -0.17 0.01 -0.13
N 1.730 -4.015 0.504 0.02 0.00 0.00
C 1.992 -4.016 -0.786 -0.01 0.01 0.00
N 1.688 -5.070 -1.537 0.00 0.01 -0.02
S 2.714 -2.665 -1.598 0.03 0.00 0.14
H 1.375 -4.829 0.979 -0.01 0.00 0.00
H 1.984 -3.193 1.044 -0.01 -0.01 0.01
H 1.247 -5.891 -1.155 0.01 0.00 0.01
H 1.947 -5.083 -2.509 0.00 -0.01 0.00

[3]
49
Properties=species:S:1:pos:R:3:forces:R:3 method="wB97M-V/def2-TZVPD" homo_ev=-9.30 orbital_gap_ev=5.325 lumo_energy_ev=-3.97 charge=0
N -4.798 3.459 -2.310 1.34 0.15 0.29
C -3.585 2.685 -2.814 -0.29 0.11 -0.38
C -2.355 2.578 -1.733 -0.56 0.40 0.22
C -1.449 1.181 -1.897 -0.81 0.79 0.30
C -1.377 0.484 -0.420 -1.12 -1.93 -0.63
C -2.481 -0.750 -0.179 2.63 0.68 4.05
C -2.503 -1.530 1.294 3.01 3.94 -1.80
C -1.422 -0.950 2.394 -0.14 1.56 -3.76
N -1.413 -1.630 3.765 -2.81 6.67 1.54
C -1.956 -0.736 4.656 -0.18 0.66 5.50
O -2.356 -0.073 5.769 3.28 -5.57 -9.81
C -0.418 0.274 1.980 -1.93 -2.48 0.80
N -0.376 0.962 0.597 -3.29 -4.59 1.34
S 0.800 2.228 0.453 -1.97 9.89 2.49
O 0.551 3.158 1.709 1.09 -5.08 -4.21
O 0.714 3.162 -0.757 0.44 -4.95 2.80
C 2.605 1.638 0.672 3.29 -0.96 3.89
F 3.241 2.545 1.702 -2.54 -2.96 -3.77
F 2.674 0.274 1.319 -0.44 4.52 -2.74
C 3.525 1.796 -0.661 3.67 1.66 -0.64
F 3.681 3.231 -1.109 -0.98 -4.92 1.79
F 4.922 1.377 -0.265 -4.86 1.18 -1.16
C 3.127 0.908 -1.962 1.27 0.51 -3.70
F 2.086 1.541 -2.855 3.18 -2.12 3.45
F 4.366 0.868 -2.830 -4.13 0.13 3.08
C 2.739 -0.657 -1.688 0.37 -4.24 -1.49
F 1.372 -0.895 -1.174 4.84 1.21 -1.41
F 2.804 -1.345 -3.032 -0.44 2.56 4.79
F 3.782 -1.365 -0.856 -4.20 3.01 -2.79
H -4.683 4.491 -2.429 0.04 -1.36 0.23
H -4.993 3.274 -1.301 0.35 0.18 -1.23
H -3.995 1.620 -3.135 1.10 2.07 0.69
H -3.210 3.257 -3.776 -0.73 -1.41 1.90
H -2.842 2.613 -0.660 0.99 -0.15 -2.05
H -1.709 3.547 -1.844 -0.99 -2.04 0.33
H -2.069 0.509 -2.648 1.52 1.02 1.88
H -0.422 1.462 -2.378 -1.83 -0.83 1.22
H -3.246 -1.066 -1.035 2.11 1.00 1.99
H -3.226 -2.424 1.546 1.70 1.98 -0.57
H 0.339 0.631 2.832 -1.77 -0.65 -2.38
N 2.023 -4.854 0.898 -1.11 0.55 -0.29
S 2.458 -5.024 2.398 2.56 -1.15 4.74
O 1.791 -6.061 3.178 0.13 1.57 -1.58
O 2.850 -3.825 3.130 -1.11 -0.87 -1.46
F 3.892 -5.706 2.182 -0.55 0.28 -0.86
S 0.577 -4.249 0.782 -2.69 0.36 -1.93
O -0.006 -4.367 -0.554 1.61 0.20 1.54
O 0.306 -2.977 1.441 0.67 -0.82 -0.23
F -0.335 -5.267 1.605 0.26 0.23 0.03

[4]
33
Properties=species:S:1:pos:R:3:forces:R:3 method="wB97M-V/def2-TZVPD" homo_ev=-9.95 orbital_gap_ev=9.299 lumo_energy_ev=-0.65 smiles="CCCOc1c(COC(F)(F)F)c(F)cc2c1C(=O)NC2=O" charge=0
C -1.088 2.407 0.854 0.03 -0.23 0.55
C -2.006 1.454 1.654 0.43 0.50 -0.32
C -1.524 0.009 1.759 -1.01 0.36 0.51
O -1.210 -0.620 0.505 0.14 0.30 0.11
C 0.092 -0.581 0.133 -0.41 -0.29 0.70
C 0.444 0.018 -1.048 -1.46 0.83 -1.62
C -0.600 0.616 -1.976 0.74 -0.15 1.17
O -0.665 -0.233 -3.132 -0.45 0.29 0.27
C -1.908 -0.385 -3.619 0.44 -0.64 -1.00
F -1.838 -1.260 -4.628 0.04 0.03 0.09
F -2.403 0.752 -4.123 -0.24 0.27 0.28
F -2.776 -0.873 -2.731 -0.15 0.22 0.25
C 1.745 0.104 -1.450 0.20 -0.04 -0.08
F 2.011 0.734 -2.588 0.16 0.22 -0.40
C 2.764 -0.419 -0.714 1.69 0.07 -0.47
C 2.412 -1.042 0.430 0.20 -0.89 1.55
C 1.114 -1.135 0.874 -0.75 -0.35 0.85
C 1.066 -1.889 2.175 -0.04 -0.26 -0.20
O 0.144 -2.170 2.905 0.65 0.32 -0.49
N 2.401 -2.280 2.389 -0.05 0.48 0.58
C 3.277 -1.724 1.463 0.88 0.13 -0.48
O 4.485 -1.792 1.506 -0.87 0.12 -0.01
H -0.053 2.057 0.858 -0.01 -0.06 -0.14
H -1.434 2.529 -0.169 0.13 0.08 -0.05
H -1.055 3.378 1.348 -0.17 0.12 -0.23
H -3.023 1.545 1.268 0.00 -0.27 -0.04
H -2.040 1.835 2.678 -0.11 -0.22 0.07
H -2.339 -0.572 2.190 0.13 -0.21 -0.07
H -0.716 -0.029 2.485 0.32 -0.18 -0.35
H -1.530 0.645 -1.412 -0.19 -0.04 -0.39
H -0.271 1.625 -2.219 -0.26 -0.04 -0.47
H 3.802 -0.349 -1.009 -0.02 0.04 -0.13
H 2.720 -2.355 3.345 0.02 -0.51 -0.04